{"formula": "C2HNOS2", "method": "ωB97M-V/def2-TZVPD", "symbols": ["C", "C", "N", "O", "S", "S", "H"], "coordinates": [[-0.680537, -0.147468, -1.825916], [0.640970, -0.289215, 0.955327], [-1.287238, -0.843879, -2.564095], [-0.160350, 0.610646, -1.002925], [1.254541, -1.620319, 0.454004], [-0.360792, 0.885401, 1.517794], [0.593405, 1.404833, 2.465811]], "forces_ev_per_angstrom": [[-1.3, -0.8, -0.8], [0.0, -2.0, -1.7], [1.0, 0.4, 0.7], [0.4, 0.2, 0.4], [-0.5, 1.8, 1.0], [1.7, 1.2, 1.3], [-1.3, -0.9, -0.8]], "relative_energy_kcal_mol": 61.41, "e_lumo_ev": [-2.54, -2.54]}


{"formula": "C6H16NO", "method": "ωB97M-V/def2-TZVPD", "symbols": ["C", "C", "C", "C", "C", "C", "N", "O", "H", "H", "H", "H", "H", "H", "H", "H", "H", "H", "H", "H", "H", "H", "H", "H"], "coordinates": [[-0.649298, -2.287918, 0.708632], [-0.064006, -2.124637, -1.771709], [1.031138, 1.019300, 1.394757], [0.727446, 1.994576, -0.857002], [0.204084, -1.498986, -0.336992], [0.174334, 1.056815, 0.197110], [-1.161893, 1.788151, 0.693734], [-0.518403, -0.250428, -0.400142], [-1.239828, -1.558496, 1.330786], [-1.462425, -2.778962, 0.147321], [-0.061910, -2.987664, 1.230300], [0.448962, -1.629450, -2.533894], [-1.192708, -1.947472, -1.864993], [0.119419, -3.120640, -1.739090], [1.923025, 0.429234, 1.069995], [1.308908, 2.012101, 1.489152], [0.500672, 0.626602, 2.228555], [0.173310, 2.014806, -1.813107], [0.880120, 3.018884, -0.448514], [1.746757, 1.725640, -1.076888], [1.203888, -1.310493, 0.114297], [-1.790286, 1.803728, -0.154841], [-0.960361, 2.780374, 0.873864], [-1.340945, 1.224934, 1.518670]], "forces_ev_per_angstrom": [[-1.2, 1.3, -1.4], [-2.0, 3.1, 2.8], [0.7, -2.6, -1.7], [0.3, 0.2, -0.5], [-1.7, -0.5, 0.6], [-3.3, -0.8, -2.3], [1.3, -0.1, -2.3], [2.1, 4.8, 1.2], [1.1, -0.8, -0.1], [0.4, -0.2, 0.3], [0.4, -0.9, 1.0], [0.8, 0.7, -1.2], [1.6, -0.4, -0.2], [0.6, -3.1, -0.1], [-0.5, 0.4, 0.9], [0.9, 1.9, 0.9], [0.1, -0.5, 0.9], [0.1, 0.0, 0.6], [-0.6, -0.5, -0.2], [0.4, -0.5, -0.3], [-0.3, -0.4, -1.1], [0.1, -0.8, 1.6], [0.0, -0.5, 0.5], [-1.4, 0.3, -0.1]], "charge": 1, "smiles": "CC(C)OC(C)(C)[NH3+]", "relative_energy_kcal_mol": 57.67, "e_lumo_ev": -3.37}


{"formula": "C6H76NO32", "method": "ωB97M-V/def2-TZVPD", "symbols": ["C", "O", "C", "C", "N", "H", "H", "C", "C", "O", "C", "H", "H", "H", "H", "H", "H", "H", "H", "H", "H", "H", "H", "H", "H", "O", "H", "H", "O", "H", "H", "O", "H", "H", "O", "H", "H", "O", "H", "H", "O", "H", "H", "O", "H", "H", "O", "H", "H", "O", "H", "H", "O", "H", "H", "O", "H", "H", "O", "H", "H", "O", "H", "H", "O", "H", "H", "O", "H", "H", "O", "H", "H", "O", "H", "H", "O", "H", "H", "O", "H", "H", "O", "H", "H", "O", "H", "H", "O", "H", "H", "O", "H", "H", "O", "H", "H", "O", "H", "H", "O", "H", "H", "O", "H", "H", "O", "H", "H", "O", "H", "H", "O", "H", "H"], "coordinates": [[-1.058324, -2.268275, -4.515660], [-0.640894, -2.154529, -3.157743], [-0.930425, -1.077333, -2.382403], [-0.309822, -1.206180, -0.935609], [-0.517580, 0.110120, -0.208717], [0.217004, 0.789326, -0.561183], [-1.429897, 0.578540, -0.436992], [0.011916, 0.037871, 1.206123], [-0.019802, 1.390544, 1.884639], [0.782649, 1.241856, 3.093973], [0.792761, 2.351546, 3.918118], [-2.159501, -1.938874, -4.642065], [-0.911630, -3.465591, -4.939400], [-0.469867, -1.562498, -5.164648], [-2.085928, -0.959186, -2.409203], [-0.521243, -0.067887, -2.829044], [0.679723, -1.480495, -0.894161], [-0.937625, -1.937009, -0.381454], [0.997444, -0.434115, 1.046746], [-0.449842, -0.905497, 1.653484], [-1.026736, 1.435624, 2.271997], [0.351597, 2.306228, 1.329729], [-0.137240, 2.576361, 4.315950], [1.130358, 3.285279, 3.287072], [1.540308, 2.171428, 4.586202], [-1.152476, -1.106162, -7.075906], [-1.576026, -1.243437, -7.903372], [-1.446357, -0.277919, -6.615035], [2.319618, -0.540025, -4.416468], [2.060458, -1.466474, -4.244024], [2.123828, -0.564899, -5.413856], [-2.473899, 2.481521, -3.558537], [-2.197495, 2.194041, -4.420340], [-1.660336, 2.654558, -3.061930], [-3.919767, -4.046653, -4.885341], [-4.078448, -3.749377, -5.721136], [-4.585333, -4.658509, -4.976432], [1.578918, -0.624922, -6.673569], [0.708997, -0.954816, -6.787661], [1.562080, 0.157908, -7.273772], [0.145432, -5.594763, -4.505994], [0.898412, -6.128436, -4.563338], [-0.586004, -6.227377, -4.071838], [-0.331405, -4.767195, -2.380181], [0.150342, -5.033846, -3.312847], [-0.803969, -3.997059, -2.349854], [2.302551, -3.145616, -3.552465], [1.373305, -3.166889, -3.813472], [2.226317, -2.394763, -2.853161], [3.260738, -0.129219, 0.681508], [4.099828, -0.314473, 1.176624], [3.286508, 0.802210, 0.524473], [-0.167939, 3.343265, -2.110164], [0.620925, 2.971953, -1.754712], [-0.504892, 3.179605, -1.160160], [0.924751, -3.626787, 0.970836], [0.443909, -3.969521, 1.671597], [1.252449, -4.388014, 0.540350], [3.594747, 0.718658, 4.975373], [4.111297, 0.894715, 5.918255], [2.725469, 0.482321, 5.317872], [-4.569435, -2.548115, -7.749848], [-5.178020, -1.805215, -7.976086], [-3.775602, -2.288673, -6.966825], [-0.782317, -2.824606, 3.489566], [-0.011155, -3.512948, 3.798830], [-0.579358, -2.089808, 4.006941], [-2.467344, 1.860745, 5.453736], [-3.376083, 2.197971, 5.042212], [-2.550903, 1.339105, 6.335474], [1.724028, 1.740133, -0.957130], [2.305105, 1.208006, -1.528377], [2.190483, 2.302313, -0.338652], [3.391976, 5.314375, 3.754669], [3.461320, 4.392977, 3.465999], [4.039037, 5.774290, 3.047383], [0.963534, 6.237828, 3.000108], [0.655708, 6.590421, 3.909765], [1.840420, 5.761628, 3.263455], [4.140658, 2.783200, 3.321113], [5.112323, 2.563968, 3.078352], [3.856690, 1.991368, 3.930268], [-4.507476, -1.934427, -3.024171], [-4.627155, -1.026282, -3.283586], [-4.236235, -2.335497, -4.003668], [-3.538274, 0.713249, -0.878018], [-3.904499, 0.715706, -1.726574], [-4.314010, 0.259984, -0.436882], [2.539629, 2.898256, 0.996611], [3.227651, 2.691890, 1.593577], [3.074037, 3.390726, 0.251742], [0.554560, 3.473206, 7.014312], [-0.295232, 3.379498, 6.922344], [0.720468, 2.585290, 7.512359], [2.244098, -1.140907, 3.300844], [2.707671, -0.603637, 2.798240], [1.851216, -0.593246, 3.894786], [-2.949008, -3.663729, -1.269040], [-3.089313, -4.290142, -1.898290], [-3.611153, -3.035067, -1.572422], [-1.840565, 2.808185, -0.038388], [-2.175578, 3.462979, 0.642287], [-2.561876, 2.309078, -0.285039], [1.513034, 0.057369, 6.237861], [1.904323, -0.770835, 6.540431], [0.766225, -0.275910, 5.688602], [-1.180934, 4.914743, 6.545087], [-1.210935, 5.822117, 6.397995], [-1.550068, 4.380869, 5.767579], [2.920529, -2.158507, -0.577340], [3.394582, -1.556521, -0.046027], [2.243481, -2.335311, 0.034582], [-0.855793, -0.719908, 5.314795], [-1.718817, -1.266505, 5.537585], [-1.069582, 0.273467, 5.209796]], "forces_ev_per_angstrom": [[-0.4, -0.9, -1.1], [1.0, -2.0, -0.8], [-1.1, 3.3, -0.3], [-5.0, 0.3, -0.5], [1.7, 1.2, -1.2], [-0.8, -0.5, -0.5], [0.6, -1.0, 0.8], [0.0, -2.8, -0.9], [0.7, -0.5, 2.1], [-0.3, -1.3, -1.8], [1.0, 2.7, -3.9], [1.4, -0.7, 0.3], [-0.4, 3.7, 1.6], [-0.3, -1.0, 1.0], [1.6, 0.0, 0.8], [-0.5, -1.6, 0.5], [2.3, -0.4, -0.2], [0.7, 0.2, -0.3], [0.1, 1.1, 0.2], [-0.2, 1.9, 0.3], [-0.7, 1.1, -0.3], [-0.7, -1.3, 0.3], [-1.9, 0.3, 1.1], [-0.7, -1.3, 1.2], [1.6, -0.2, 2.3], [0.3, 1.0, 1.7], [-0.7, 0.3, -1.1], [0.1, -1.1, -1.2], [-0.5, -0.5, -0.1], [0.7, 0.6, 0.2], [0.6, 0.7, 1.9], [-0.6, -0.3, 0.6], [0.3, 0.0, -0.5], [0.4, 0.2, 0.0], [2.3, 0.9, 2.8], [0.2, 2.2, -4.2], [-2.7, -3.1, 1.1], [0.6, 1.6, -3.0], [-1.6, -1.0, -0.1], [0.5, -0.8, 0.7], [-3.8, -1.9, -0.3], [2.1, -1.4, -0.4], [2.2, 1.9, -1.6], [2.7, -4.2, -0.3], [-1.5, 2.1, 3.0], [-1.6, 3.1, -0.2], [-0.7, 2.0, 1.6], [-0.1, -0.6, 0.1], [0.8, -2.2, -1.1], [1.7, 0.0, 1.9], [-0.9, 0.3, -0.5], [-0.2, 1.0, -0.2], [-1.4, -0.1, 2.6], [2.5, -0.8, -1.2], [-1.3, 1.1, -1.9], [0.9, 2.0, -1.2], [-1.7, -0.6, 2.2], [0.6, -1.2, -1.2], [3.6, 1.2, 3.2], [-1.8, -0.5, -3.8], [-0.8, 0.0, 0.3], [3.0, 0.8, 3.1], [1.1, -0.4, 0.8], [-3.9, -0.3, -3.8], [2.4, -5.0, -0.3], [-2.9, 2.6, -1.2], [0.6, 2.3, 1.3], [-1.9, -0.1, 0.4], [2.7, -1.5, 2.0], [-0.7, 1.7, -2.3], [-0.8, -1.4, -1.8], [-0.1, 0.4, 0.1], [0.1, -0.6, 0.4], [2.3, 1.8, -2.7], [0.2, -0.3, 0.4], [-2.3, -1.3, 2.6], [0.6, -0.2, 2.8], [0.7, -0.8, -2.3], [-1.6, 1.2, -0.5], [2.0, -2.4, -0.3], [-2.4, 0.7, 0.8], [0.5, 1.2, -0.7], [1.1, -1.4, -3.9], [-0.3, 0.8, 0.2], [-1.0, 0.6, 3.9], [-1.2, -1.1, 2.7], [-0.2, 0.6, -2.8], [1.5, 0.6, 0.1], [1.0, 2.5, -3.3], [1.4, -0.4, 2.2], [-1.3, -0.5, 2.4], [8.3, -3.4, 2.6], [-7.3, 0.1, -0.9], [0.4, 2.2, -1.2], [-1.7, -6.7, 1.3], [3.4, 3.9, -4.0], [-1.9, 2.3, 2.5], [0.2, 2.9, 2.5], [0.0, -3.5, -2.7], [-0.1, 0.7, 0.2], [1.9, 2.9, 2.6], [0.7, -1.1, -1.3], [-2.9, -1.8, -1.1], [-0.6, -0.6, -0.3], [0.1, 0.0, 0.3], [0.1, 0.2, 0.7], [-1.7, -3.2, -1.2], [-0.3, 2.3, -0.8], [0.7, 1.9, 1.4], [0.3, -1.3, -2.2], [1.1, 1.0, -0.1], [-1.8, -1.2, 1.2], [-2.7, 0.4, 0.3], [2.5, 2.0, -0.7], [-0.3, -2.2, 0.0]], "charge": 1, "relative_energy_kcal_mol": 18.42, "e_lumo_ev": -2.52}


The calculation returns the following E_tot values, one per record and in order: -1003.04748, -367.89055, -2736.02019 Eh.